{
  "formula": "C46H40AsN3P2RhS",
  "method": "wB97M-V/def2-TZVPD",
  "symbols": ["Rh", "As", "S", "P", "P", "N", "N", "N", "C", "C", "C", "C", "C", "C", "C", "C", "C", "C", "C", "C", "C", "C", "C", "C", "C", "C", "C", "C", "C", "C", "C", "C", "C", "C", "C", "C", "C", "C", "C", "C", "C", "C", "C", "C", "C", "C", "C", "C", "C", "C", "C", "C", "C", "C", "H", "H", "H", "H", "H", "H", "H", "H", "H", "H", "H", "H", "H", "H", "H", "H", "H", "H", "H", "H", "H", "H", "H", "H", "H", "H", "H", "H", "H", "H", "H", "H", "H", "H", "H", "H", "H", "H", "H", "H"],
  "positions_angstrom": [[0.0034, 0.2598, 0.3996], [1.6699, -1.5843, 1.0792], [1.2896, 2.0045, 1.0325], [-0.6132, 0.5315, -1.8187], [-2.2406, 0.8113, 0.3648], [-0.4877, 3.9575, 1.8626], [-2.1579, 1.0064, -1.2882], [0.4492, 4.4186, -0.0102], [2.5083, -6.1661, 1.2755], [-1.6486, -1.4508, 1.8086], [2.0728, -0.8582, 2.8095], [-6.1623, 2.6819, 1.6171], [-1.3204, -3.5302, -3.7543], [1.9501, -4.1082, 2.4000], [5.1850, -0.5095, -1.0338], [2.9590, 0.4048, 5.0881], [-1.6699, -2.8163, 2.0736], [-0.1025, -2.2022, -2.1644], [0.3640, 3.4852, 0.9431], [-0.3766, -3.4347, -2.7430], [-1.9768, -2.3911, -4.2154], [5.2663, 0.3344, 1.2266], [-0.9607, 2.9942, -3.0478], [3.2835, -0.1621, 2.7708], [-2.9951, -1.8145, -0.1917], [2.0968, -4.1822, -0.0182], [-2.3508, -3.6624, 1.2157], [0.4553, 1.3733, -4.1830], [-3.0130, -3.1628, 0.0863], [-0.9661, 5.1903, 1.4901], [-0.8469, 3.8402, -4.1365], [0.5670, 2.2332, -5.2623], [-0.3760, 5.4791, 0.3045], [-2.3116, -0.9420, 0.6744], [3.3662, -0.9109, 0.4612], [-0.3399, 1.7385, -3.0886], [-0.0927, 3.4562, -5.2436], [-5.5878, 1.6883, 2.4046], [1.3076, -0.9320, 3.9707], [3.9320, -1.0555, -0.7968], [-3.7086, 1.6296, 0.9107], [-5.4893, 3.1884, 0.5106], [5.8446, 0.1849, -0.0252], [2.4192, -5.5292, 0.0434], [4.0138, -0.2112, 1.4759], [-4.2492, 2.6796, 0.1609], [1.7659, -0.3079, 5.1220], [-0.7743, -1.0655, -2.6030], [1.3948, 4.3851, -1.1420], [-1.7037, -1.1590, -3.6498], [3.7140, 0.4788, 3.9227], [-4.3548, 1.1630, 2.0630], [1.8849, -3.4803, 1.1639], [2.2723, -5.4606, 2.4471], [1.1582, 1.9461, -6.1218], [-3.5503, -3.8390, -0.5660], [6.8195, 0.6133, -0.2179], [-1.6503, 5.7612, 2.0943], [-1.1765, -3.2135, 2.9513], [0.6453, -2.1205, -1.3924], [-1.1831, -0.7688, 2.5180], [2.0377, -3.6892, -0.9806], [-2.9491, 1.1489, -1.9082], [1.1180, 5.1688, -1.8400], [2.3434, -5.9585, 3.4055], [-2.6935, -2.4656, -5.0230], [2.6032, -6.0819, -0.8689], [-1.5337, 3.2989, -2.1812], [0.9643, 0.4167, -4.2001], [1.3492, 3.4204, -1.6329], [-0.4563, 6.3509, -0.3223], [3.3077, 0.9068, 5.9816], [5.6532, -0.6319, -2.0017], [0.1467, -4.3211, -2.4092], [-3.5196, -1.4321, -1.0591], [-5.9315, 3.9815, -0.0777], [-7.1394, 3.0702, 1.8731], [2.7626, -7.2169, 1.3210], [1.7858, -3.5628, 3.3199], [5.8020, 0.8648, 2.0041], [4.6394, 1.0412, 3.9219], [3.4266, -1.6017, -1.5854], [0.3792, -1.4913, 3.9986], [-0.6902, 3.4796, 2.7285], [-6.1085, 1.3168, 3.2770], [-3.9109, 0.3855, 2.6739], [-2.2001, -0.2731, -4.0330], [-1.3512, 4.7982, -4.1323], [-3.7132, 3.1013, -0.6814], [-0.0153, 4.1196, -6.0954], [2.4029, 4.5614, -0.7759], [-2.3911, -4.7225, 1.4319], [1.1997, -0.3782, 6.0416], [-1.5395, -4.4927, -4.1988]],
  "atomic_forces_ev_per_a": [[-1.32, -0.39, 0.61], [1.01, 1.01, -0.41], [0.00, 0.05, -0.49], [-0.67, -0.13, 0.98], [0.73, 0.10, -0.75], [-0.19, -0.02, 0.15], [-0.55, 0.23, -0.27], [0.21, 0.10, -0.32], [-0.02, 0.01, 0.01], [-0.10, 0.00, -0.04], [-0.36, -0.20, 0.18], [0.03, -0.01, 0.01], [-0.03, 0.03, -0.03], [0.06, -0.21, -0.02], [0.01, 0.04, -0.03], [0.04, 0.06, -0.05], [-0.01, -0.04, -0.03], [-0.07, -0.03, -0.16], [0.08, -0.15, -0.04], [0.00, 0.04, 0.02], [-0.02, -0.02, 0.01], [0.10, 0.13, -0.02], [0.04, -0.08, -0.10], [0.26, -0.06, -0.22], [0.18, -0.07, 0.00], [0.02, -0.12, 0.04], [-0.01, 0.02, -0.03], [-0.04, 0.08, 0.06], [0.03, -0.03, 0.03], [0.07, -0.03, 0.00], [0.05, 0.00, -0.01], [0.02, 0.03, -0.01], [0.09, -0.07, 0.02], [0.02, -0.24, 0.24], [-0.05, -0.20, -0.14], [0.75, 0.09, -0.07], [0.00, 0.02, 0.03], [0.00, 0.05, 0.01], [0.09, 0.03, -0.12], [-0.02, -0.02, 0.04], [0.10, 0.28, 0.38], [0.03, 0.02, 0.03], [-0.01, 0.03, 0.01], [-0.06, -0.01, -0.02], [-0.10, 0.01, 0.39], [-0.01, 0.03, 0.06], [-0.02, 0.04, 0.00], [0.07, -0.07, -0.22], [-0.07, 0.09, 0.18], [0.07, 0.01, 0.02], [0.01, 0.15, 0.15], [-0.03, 0.01, -0.09], [-0.29, -0.13, -0.10], [-0.07, 0.04, 0.02], [0.00, 0.02, 0.02], [-0.02, 0.00, 0.04], [0.00, -0.05, 0.02], [0.01, -0.04, -0.01], [-0.01, 0.01, -0.01], [-0.01, 0.01, 0.09], [-0.03, -0.01, 0.05], [0.10, 0.00, 0.00], [-0.03, -0.12, -0.01], [-0.03, 0.00, -0.01], [0.01, 0.00, -0.02], [0.02, 0.00, 0.02], [0.02, 0.00, 0.02], [-0.06, -0.04, -0.03], [-0.06, -0.01, -0.02], [-0.02, -0.07, -0.01], [0.03, -0.02, 0.01], [0.01, -0.04, -0.02], [0.00, 0.01, 0.02], [0.00, 0.02, 0.03], [0.04, 0.01, 0.00], [0.00, -0.02, 0.01], [0.02, 0.01, 0.01], [0.01, 0.02, 0.00], [0.05, 0.02, 0.00], [-0.01, 0.00, -0.03], [0.00, -0.06, 0.03], [0.00, -0.02, 0.02], [0.02, -0.02, 0.00], [-0.03, -0.01, -0.01], [0.01, 0.01, -0.01], [-0.06, -0.06, -0.08], [-0.01, -0.03, 0.02], [0.02, -0.02, -0.01], [-0.04, -0.09, -0.04], [-0.01, -0.01, 0.01], [0.01, 0.03, 0.04], [0.03, 0.01, -0.03], [0.01, 0.01, -0.02], [0.02, 0.03, -0.01]],
  "lowdin_charge": [0.29, 1.30, 0.75, 0.93, 0.88, 0.10, -0.33, -0.09, -0.04, -0.16, -0.36, -0.02, -0.03, -0.09, -0.06, -0.03, -0.06, -0.10, -0.66, -0.04, -0.03, 0.00, -0.11, -0.22, -0.06, -0.12, 0.00, -0.06, -0.02, -0.01, -0.05, -0.03, 0.00, -0.39, -0.33, -0.36, -0.02, -0.03, -0.11, -0.09, -0.35, -0.04, -0.04, -0.05, -0.22, -0.09, -0.05, -0.37, 0.02, -0.08, 0.00, -0.07, -0.37, -0.04, 0.13, 0.13, 0.12, 0.14, 0.12, 0.03, 0.09, 0.08, 0.10, 0.11, 0.12, 0.13, 0.12, 0.09, 0.12, 0.07, 0.15, 0.12, 0.12, 0.11, 0.12, 0.12, 0.13, 0.12, 0.10, 0.12, 0.12, 0.10, 0.09, 0.17, 0.13, 0.11, 0.12, 0.12, 0.10, 0.13, 0.11, 0.13, 0.12, 0.13],
  "charge": 3,
  "multiplicity": 1,
  "lumo_ev": -10.0,
  "homo_lumo_gap_ev": 5.14,
  "largest_force_ev_per_a": 1.51
}